This record from the Open Molecules 2025 dataset describes 7 unconnected molecules or ions with the total composition C34H52BrN2O20 at a distorted geometry. The level of theory is ωB97M-V/def2-TZVPD.

Geometry (Å):
C: 1.834 0.291 0.166
C: 2.007 1.567 -0.809
C: 2.768 0.980 -2.143
C: 3.049 2.599 -0.139
C: 2.656 4.167 -0.342
Br: 2.799 4.791 -2.236
N: 3.609 4.965 0.546
C: 4.783 4.964 -0.056
O: 5.834 4.740 -0.715
C: 1.124 4.315 0.159
C: 0.125 3.171 -0.388
C: -1.003 3.965 -1.281
C: -0.676 2.564 0.870
N: 0.734 2.170 -1.311
O: -0.085 1.127 -1.506
H: 1.076 0.426 1.012
H: 1.555 -0.630 -0.472
H: 2.863 0.089 0.660
H: 2.071 0.202 -2.656
H: 2.826 1.878 -2.872
H: 3.797 0.541 -1.901
H: 3.119 2.423 0.998
H: 4.097 2.348 -0.566
H: 0.722 5.371 -0.074
H: 1.163 4.199 1.317
H: -1.878 3.283 -1.562
H: -1.305 4.961 -0.800
H: -0.457 4.229 -2.275
H: -0.001 2.185 1.725
H: -1.467 1.767 0.571
H: -1.291 3.443 1.324
C: -5.099 -0.587 -3.084
C: -4.366 0.614 -2.531
C: -3.720 0.362 -1.201
O: -3.720 1.655 -0.608
C: -4.766 2.336 -1.158
O: -5.184 3.384 -0.747
O: -5.276 1.670 -2.231
H: -5.531 -0.349 -4.060
H: -4.430 -1.444 -3.199
H: -5.934 -0.872 -2.437
H: -3.642 0.987 -3.264
H: -2.700 -0.017 -1.299
H: -4.292 -0.316 -0.558
C: -4.546 -4.731 1.578
C: -4.814 -3.753 0.455
C: -6.010 -4.107 -0.379
O: -5.680 -3.546 -1.645
C: -4.319 -3.519 -1.715
O: -3.695 -3.294 -2.719
O: -3.757 -3.781 -0.502
H: -3.677 -4.410 2.160
H: -5.405 -4.811 2.249
H: -4.308 -5.724 1.185
H: -4.889 -2.733 0.849
H: -6.932 -3.669 0.010
H: -6.153 -5.184 -0.502
C: 7.796 3.931 4.918
C: 7.549 2.736 4.023
C: 7.537 3.073 2.561
O: 6.673 2.080 2.023
C: 5.824 1.717 3.026
O: 4.838 1.049 2.871
O: 6.237 2.214 4.225
H: 7.813 3.621 5.966
H: 8.748 4.414 4.683
H: 6.991 4.667 4.824
H: 8.269 1.940 4.246
H: 8.530 3.006 2.111
H: 7.114 4.059 2.343
C: -1.793 -7.310 -3.888
C: -2.917 -7.893 -3.060
C: -4.279 -7.638 -3.631
O: -5.103 -7.629 -2.472
C: -4.308 -7.244 -1.434
O: -4.716 -6.935 -0.345
O: -2.995 -7.251 -1.790
H: -0.826 -7.544 -3.433
H: -1.803 -7.706 -4.907
H: -1.860 -6.219 -3.931
H: -2.747 -8.963 -2.889
H: -4.594 -8.422 -4.323
H: -4.370 -6.667 -4.130
C: 12.312 0.801 5.881
C: 12.224 2.242 6.336
C: 11.557 2.412 7.669
O: 10.997 3.715 7.569
C: 10.773 3.942 6.244
O: 10.126 4.857 5.812
O: 11.375 2.993 5.473
H: 12.823 0.739 4.917
H: 12.857 0.189 6.604
H: 11.315 0.373 5.734
H: 13.217 2.704 6.322
H: 12.265 2.359 8.498
H: 10.746 1.697 7.847
C: -11.337 -0.166 -3.420
C: -10.169 -0.961 -3.963
C: -8.842 -0.529 -3.414
O: -7.948 -0.863 -4.468
C: -8.674 -0.821 -5.622
O: -8.200 -0.853 -6.723
O: -10.010 -0.733 -5.360
H: -12.276 -0.538 -3.840
H: -11.392 -0.235 -2.331
H: -11.264 0.887 -3.707
H: -10.337 -2.033 -3.811
H: -8.576 -1.064 -2.500
H: -8.774 0.548 -3.229

## Properties
* HOMO-LUMO gap (spin up / spin down): 0.344 / 0.344 Ha
* E_HOMO (spin up / spin down): -8.967 / -9.612 eV
* multiplicity: 2

These are the Löwdin partial charges, in e, on atoms 1 to 4: -0.04 -0.45 -0.06 -0.11